This record from the OMol25 dataset describes a cluster of 2 separate species, C3H10NOP in total. The level of theory is wB97M-V/def2-TZVPD.

```
! RIJCOSX wB97M-V def2-TZVPD def2/J DEFGRID3
* xyz 0 1
C 1.719 0.394 1.072
C 0.528 0.768 0.164
C -0.497 -0.267 0.366
N -2.171 0.002 -1.208
O -2.326 -0.103 -3.790
P -1.625 -0.625 -2.613
H 2.446 1.201 1.068
H 1.387 0.229 2.094
H 2.195 -0.513 0.713
H 0.879 0.788 -0.869
H 0.155 1.757 0.434
H -0.283 -1.274 0.046
H -1.200 -0.165 1.177
H -2.250 1.012 -1.270
H -0.231 -0.541 -2.729
H -1.785 -1.990 -2.408
*
```

The energy above the lowest of the compared OMol25 structures with the same formula, charge and spin is 301.2 kJ/mol.

Here are the Mulliken charges for atoms 1 to 4, given in e: number 1, C, carries -1.22; number 2, C, carries 0.01; number 3, C, carries -0.62; number 4, N, carries -0.58

This record from the OMol25 dataset describes a cluster of 2 separate species, C11H15N in total. The level of theory is wB97M-V/def2-TZVPD.

```
! RIJCOSX wB97M-V def2-TZVPD def2/J DEFGRID3
* xyz 0 1
C -0.966 -0.538 2.653
C 0.232 -0.605 1.776
C 1.513 -0.287 2.178
N 2.371 -0.210 1.022
C 1.615 -0.559 -0.024
C 1.924 -0.614 -1.412
C 1.039 -1.228 -2.299
C -0.292 -1.655 -1.912
C -0.646 -1.575 -0.561
C 0.261 -0.969 0.395
H -0.586 -0.688 3.681
H -1.653 -1.448 2.410
H -1.698 0.270 2.445
H 1.989 -0.312 3.178
H 3.368 -0.341 1.197
H 2.771 -0.110 -1.803
H 1.325 -1.042 -3.384
H -0.961 -1.935 -2.619
H -1.628 -1.799 -0.332
C -0.885 2.173 -0.241
C -1.577 1.608 -1.473
H -0.762 3.262 -0.357
H -1.521 2.188 0.712
H -0.028 1.886 0.204
H -1.781 0.598 -1.327
H -0.919 1.786 -2.296
H -2.505 2.146 -1.809
*
```

Its SMILES is Cc1c[nH]c2ccccc12.CC. The energy above the lowest of the compared OMol25 structures with the same formula, charge and spin is 198.6 kJ/mol.

Here are the Mulliken charges for atoms 1 to 4, given in e: number 1, C, carries -1.07; number 2, C, carries 0.83; number 3, C, carries -0.80; number 4, N, carries -0.13

This record from the OMol25 dataset describes a cluster of 11 separate species, C33H79F5N20O19P3S in total. The level of theory is wB97M-V/def2-TZVPD.

```
! RIJCOSX wB97M-V def2-TZVPD def2/J DEFGRID3
* xyz -1 1
C 1.903 -2.643 0.352
C 1.477 -2.323 1.776
C 1.083 -0.863 1.984
C -0.334 -0.606 2.485
P -1.636 0.342 1.410
C -2.563 0.747 3.137
C -2.414 1.925 4.045
O -3.769 2.100 4.670
C -3.852 1.561 5.865
O -4.697 0.707 6.098
C -0.955 -0.308 -0.220
C -1.953 -0.848 -1.240
O -1.649 -0.398 -2.570
C -0.530 -1.046 -3.126
C -0.836 -2.391 -3.717
C -3.006 1.409 0.589
C -2.872 2.145 -0.729
C -3.925 1.732 -1.769
O -1.597 2.237 -1.287
C -1.529 3.061 -2.413
C -0.229 3.752 -2.563
C 0.790 3.357 -3.289
C 1.849 4.101 -3.347
C 1.953 5.231 -2.755
C 0.941 5.624 -2.010
C -0.114 4.883 -1.931
P -3.086 -1.570 1.655
P -2.257 -3.488 1.137
O -1.158 -3.721 0.206
O -1.889 -4.155 2.523
O -3.532 -4.362 0.708
S -0.152 2.200 1.469
O -0.870 3.429 1.364
O 0.726 2.125 0.356
C 1.202 2.555 2.781
F 2.340 1.952 2.578
F 1.529 3.815 2.416
C 1.037 2.804 4.309
F 0.254 3.828 4.513
F 2.238 3.251 4.719
F 0.814 1.795 5.113
H 1.435 -3.539 0.020
H 2.960 -2.802 0.284
H 1.634 -1.860 -0.326
H 0.715 -2.997 2.115
H 2.340 -2.540 2.368
H 1.376 -0.314 1.120
H 1.763 -0.541 2.744
H -0.244 -0.006 3.373
H -0.742 -1.506 2.902
H -2.428 -0.122 3.738
H -3.601 0.657 2.922
H -2.136 2.902 3.701
H -1.784 1.674 4.875
H -3.193 1.902 6.651
H -0.375 0.376 -0.817
H -0.313 -1.148 -0.081
H -1.909 -1.919 -1.298
H -2.977 -0.558 -1.082
H -0.184 -0.414 -3.915
H 0.307 -1.148 -2.458
H -0.990 -3.077 -2.909
H 0.046 -2.740 -4.205
H -1.681 -2.398 -4.375
H -3.256 2.145 1.313
H -3.918 0.860 0.551
H -3.152 3.174 -0.568
H -4.440 2.584 -2.165
H -4.669 1.083 -1.343
H -3.478 1.204 -2.588
H -2.296 3.821 -2.432
H -1.701 2.473 -3.265
H 0.762 2.448 -3.826
H 2.664 3.782 -3.939
H 2.821 5.815 -2.867
H 1.008 6.558 -1.517
H -0.915 5.237 -1.334
H -4.081 -1.493 0.662
H -2.714 -4.409 2.943
H -4.211 -3.748 0.423
C 3.004 -3.085 -5.301
O 2.121 -2.277 -5.075
N 3.880 -3.509 -4.350
N 3.179 -3.639 -6.557
H 4.605 -4.175 -4.522
H 3.779 -3.141 -3.422
H 2.549 -3.347 -7.276
H 3.894 -4.305 -6.773
C -7.526 -1.024 3.592
O -7.903 -1.601 2.584
N -6.216 -0.814 3.893
N -8.418 -0.531 4.522
H -5.907 -0.340 4.727
H -5.529 -1.156 3.242
H -9.391 -0.663 4.338
H -8.136 -0.052 5.355
C 4.234 -5.828 -1.322
O 3.925 -4.717 -1.729
N 4.404 -6.899 -2.157
N 4.424 -6.073 0.008
H 4.663 -7.821 -1.851
H 4.257 -6.738 -3.132
H 4.301 -5.297 0.628
H 4.681 -6.963 0.384
C -2.751 5.783 6.381
O -3.476 6.040 7.329
N -1.866 4.739 6.384
N -2.768 6.519 5.228
H -1.271 4.525 5.609
H -1.817 4.173 7.209
H -3.405 7.289 5.186
H -2.184 6.324 4.436
C 7.523 -7.489 1.923
O 7.074 -7.286 0.813
N 6.883 -8.278 2.854
N 8.708 -6.942 2.344
H 7.239 -8.450 3.774
H 6.012 -8.689 2.586
H 9.197 -6.359 1.694
H 9.097 -7.091 3.254
C -4.911 1.565 10.301
O -4.667 2.304 11.235
N -5.279 0.248 10.489
N -4.848 1.953 8.990
H -5.484 -0.382 9.738
H -5.338 -0.079 11.433
H -4.580 2.909 8.806
H -5.046 1.335 8.222
C -1.207 1.395 -6.088
O -1.002 2.241 -5.238
N -1.850 0.222 -5.798
N -0.805 1.550 -7.398
H -2.027 -0.493 -6.474
H -2.146 0.076 -4.841
H -0.329 2.399 -7.630
H -0.962 0.865 -8.110
C 0.390 8.457 -4.928
O 1.209 8.030 -4.144
N -0.070 9.760 -4.901
N -0.142 7.661 -5.907
H -0.748 10.122 -5.541
H 0.302 10.359 -4.191
H 0.181 6.709 -5.938
H -0.823 7.972 -6.571
C 5.282 -11.051 -1.680
O 4.961 -9.944 -2.068
N 5.425 -12.112 -2.536
N 5.526 -11.325 -0.359
H 5.688 -13.032 -2.241
H 5.253 -11.942 -3.507
H 5.432 -10.567 0.287
H 5.791 -12.227 -0.019
C 3.869 6.156 -6.197
O 2.820 5.700 -5.802
N 4.103 7.510 -6.238
N 4.912 5.363 -6.628
H 4.959 7.919 -6.554
H 3.361 8.105 -5.916
H 4.770 4.372 -6.604
H 5.787 5.724 -6.953
*
```

The value obtained for the calculated total energy is -5751.3755 Ha.

Here are the Mulliken charges for atoms 1 to 4, given in e: number 1, C, carries -0.95; number 2, C, carries -0.70; number 3, C, carries -0.72; number 4, C, carries -2.25

This record from the OMol25 dataset describes a structure of composition C24H22IIrN10O7P2S. The level of theory is wB97M-V/def2-TZVPD.

```
! RIJCOSX wB97M-V def2-TZVPD def2/J DEFGRID3
* xyz 1 6
Ir 0.161 -0.180 0.321
N 0.303 4.116 -1.486
C 0.822 3.296 -0.568
N 0.389 2.072 -0.789
C -0.404 2.206 -1.880
N -0.486 3.435 -2.338
C -1.050 1.043 -2.496
C -1.918 1.163 -3.572
N -2.447 0.099 -4.161
C -2.076 -1.085 -3.690
C -1.221 -1.222 -2.601
N -0.725 -0.151 -1.982
H 0.453 5.104 -1.613
H 1.499 3.606 0.209
H -2.181 2.140 -3.955
H -2.475 -1.965 -4.176
H -0.950 -2.206 -2.240
O -3.209 -2.759 2.519
P -2.407 -1.790 1.594
O -3.538 -0.786 1.181
O -1.175 -1.202 2.168
O -2.058 -2.553 0.244
P -0.639 -3.365 0.027
O -0.709 -4.254 1.353
O -0.699 -4.112 -1.229
O 0.452 -2.308 0.181
H -2.665 -3.475 2.873
H -0.083 -4.986 1.356
S 1.464 0.762 2.013
C 0.310 1.924 2.660
N 0.760 2.532 3.783
N 0.037 3.447 4.390
C -0.857 4.440 3.935
C -0.874 4.921 2.632
C -1.743 5.944 2.297
C -2.591 6.500 3.247
C -2.551 6.032 4.553
C -1.684 5.009 4.899
N -0.910 2.130 2.228
N -1.364 1.273 1.290
C -2.614 1.435 0.953
C -3.400 2.592 1.312
C -4.624 2.753 0.784
C -5.221 1.764 -0.110
C -4.604 0.616 -0.375
C -3.276 0.288 0.224
H 0.315 3.551 5.358
H -0.212 4.503 1.892
H -1.757 6.319 1.282
H -3.266 7.298 2.975
H -3.195 6.462 5.307
H -1.654 4.642 5.916
H -2.956 3.334 1.958
H -5.190 3.644 1.015
H -6.190 1.972 -0.540
H -5.051 -0.143 -1.001
H -2.615 -0.110 -0.547
I 5.920 1.791 -1.045
C 4.444 0.371 -1.380
C 4.679 -0.752 -2.158
C 3.641 -1.650 -2.344
C 2.419 -1.403 -1.745
N 2.198 -0.323 -0.993
C 3.193 0.544 -0.814
H 5.648 -0.923 -2.607
H 3.775 -2.539 -2.942
H 1.595 -2.093 -1.854
H 2.980 1.403 -0.194
*
```

Its expectation value of S² is 8.82. The energy above the lowest of the compared OMol25 structures with the same formula, charge and spin is 15.1 kJ/mol.

Here are the Mulliken charges for atoms 1 to 4, given in e: number 1, Ir, carries 2.63; number 2, N, carries 0.10; number 3, C, carries -0.66; number 4, N, carries 0.13

This record from the OMol25 dataset describes a cluster of 2 separate species, Cl2HNOS in total. The level of theory is wB97M-V/def2-TZVPD.

```
! RIJCOSX wB97M-V def2-TZVPD def2/J DEFGRID3
* xyz 0 1
N -0.954 0.066 0.069
O 0.901 -1.263 1.023
S 0.426 0.077 0.974
Cl -1.312 -1.125 -1.139
Cl 2.385 1.311 -0.822
H -1.446 0.934 -0.106
*
```

The energy above the lowest of the compared OMol25 structures with the same formula, charge and spin is 112.2 kJ/mol.

Here are the Mulliken charges for atoms 1 to 4, given in e: number 1, N, carries -0.20; number 2, O, carries -0.31; number 3, S, carries 0.63; number 4, Cl, carries 0.05

This record from the OMol25 dataset describes an isolated molecule of C4H10N2O. The level of theory is wB97M-V/def2-TZVPD.

```
! RIJCOSX wB97M-V def2-TZVPD def2/J DEFGRID3
* xyz 0 1
C 0.638 1.899 0.909
C 0.194 0.446 0.887
C -0.331 -0.031 -0.484
N -1.678 0.434 -0.744
C -0.203 -1.551 -0.581
N 1.053 -2.031 -0.785
O -1.157 -2.283 -0.438
H 0.893 2.216 1.918
H 1.381 2.100 0.145
H -0.200 2.543 0.640
H -0.555 0.218 1.645
H 1.021 -0.216 1.173
H 0.374 0.411 -1.212
H -2.228 -0.336 -1.118
H -2.126 0.641 0.145
H 1.810 -1.448 -1.092
H 1.112 -3.012 -1.009
*
```

Its SMILES is CC[C@H](N)C(N)=O. The energy above the lowest of the compared OMol25 structures with the same formula, charge and spin is 52.1 kJ/mol.

Here are the Mulliken charges for atoms 1 to 4, given in e: number 1, C, carries -1.20; number 2, C, carries -0.63; number 3, C, carries 0.23; number 4, N, carries -0.66

This record from the OMol25 dataset describes a structure of composition C33H57BaN3O4Si. The level of theory is wB97M-V/def2-TZVPD.

```
! RIJCOSX wB97M-V def2-TZVPD def2/J DEFGRID3
* xyz 0 1
O -2.790 0.700 -1.902
O -1.424 2.972 -1.888
C -3.518 -0.291 -2.633
C -3.469 -1.698 -2.061
H -3.078 -0.247 -3.637
H -4.561 0.061 -2.699
H -2.464 -1.988 -1.725
H -3.773 -2.404 -2.842
H -4.169 -1.810 -1.224
C -3.080 0.743 -0.486
C -4.427 1.360 -0.227
H -2.270 1.338 -0.046
H -3.019 -0.271 -0.050
H -4.443 2.402 -0.559
H -4.630 1.341 0.847
H -5.224 0.808 -0.732
C -0.932 4.073 -1.101
C -2.105 3.352 -3.094
C -1.328 3.852 0.336
H -1.339 5.028 -1.475
H 0.166 4.102 -1.210
H -2.417 3.761 0.434
H -1.008 4.704 0.944
H -0.861 2.946 0.736
C -3.423 4.029 -2.817
H -2.260 2.417 -3.644
H -1.445 3.996 -3.699
H -4.097 3.348 -2.286
H -3.896 4.294 -3.769
H -3.286 4.944 -2.229
H -1.015 1.217 -1.814
N 0.541 -2.656 2.045
C 1.349 -3.144 2.983
C 2.560 -2.549 3.382
C 3.081 -1.302 2.993
C 0.974 -4.411 3.713
H 0.549 -5.161 3.035
H 0.245 -4.206 4.511
H 1.874 -4.832 4.172
C 4.302 -0.798 3.726
H 4.283 0.289 3.884
H 5.225 -1.055 3.184
H 4.343 -1.284 4.707
N 2.555 -0.621 1.992
C -0.834 -2.960 1.986
C -1.334 -3.779 0.940
C -0.410 -4.444 -0.044
C -2.707 -3.969 0.824
H -3.080 -4.598 0.013
C -3.597 -3.371 1.720
H -4.673 -3.514 1.602
C -3.105 -2.597 2.770
H -3.787 -2.133 3.492
C -1.741 -2.388 2.922
C -1.233 -1.566 4.064
C 2.877 0.677 1.567
C 3.905 0.865 0.607
C 4.876 -0.243 0.306
C 3.963 2.077 -0.074
H 4.719 2.209 -0.854
C 3.073 3.107 0.222
H 3.125 4.048 -0.331
C 2.120 2.950 1.230
H 1.443 3.768 1.488
C 2.014 1.748 1.921
C 0.955 1.547 2.963
Ba 1.450 -1.417 -0.299
H -0.541 -4.029 -1.061
H -0.659 -5.514 -0.128
H 0.662 -4.394 0.215
H -0.500 -0.815 3.744
H -0.768 -2.185 4.845
H -2.077 -1.042 4.531
H 5.393 -0.032 -0.642
H 4.415 -1.243 0.204
H 5.651 -0.331 1.086
H 1.284 0.875 3.767
H 0.030 1.123 2.531
H 0.682 2.509 3.418
H 3.148 -3.097 4.112
C -0.005 0.625 -1.713
Si 1.073 1.026 -3.211
H 0.386 0.986 -0.744
H -0.358 -0.424 -1.690
C 0.089 0.741 -4.779
C 2.604 -0.082 -3.204
C 1.694 2.800 -3.190
H 2.454 2.944 -3.972
H 2.161 3.048 -2.227
H 0.889 3.523 -3.374
H 0.190 -0.301 -5.109
H 0.455 1.383 -5.592
H -0.980 0.945 -4.648
H 2.369 -1.155 -3.110
H 3.328 0.201 -2.425
H 3.120 0.042 -4.166
O 3.531 -4.506 0.696
N 2.754 -3.858 -0.006
O 3.218 -3.126 -0.969
*
```

The energy above the lowest of the compared OMol25 structures with the same formula, charge and spin is 57.2 kJ/mol.

Here are the Mulliken charges for atoms 1 to 4, given in e: number 1, O, carries 0.03; number 2, O, carries 0.01; number 3, C, carries -0.64; number 4, C, carries -1.02

This record from the OMol25 dataset describes an isolated molecule of C15H19Cl2NO. The level of theory is wB97M-V/def2-TZVPD.

```
! RIJCOSX wB97M-V def2-TZVPD def2/J DEFGRID3
* xyz 0 1
O -0.950 -1.086 -0.529
C -0.791 0.069 -0.852
C 0.597 0.716 -0.969
C 1.445 0.320 0.202
C 1.749 1.227 1.209
C 2.504 0.842 2.301
C 2.959 -0.463 2.404
Cl 3.905 -0.936 3.765
C 2.649 -1.381 1.406
Cl 3.204 -3.007 1.519
C 1.898 -0.988 0.311
N -1.809 0.904 -1.142
C -3.193 0.458 -1.156
C -4.113 1.592 -0.676
C -4.879 2.368 -1.747
C -4.035 2.879 -2.916
C -3.928 1.870 -4.056
C -3.087 0.637 -3.737
C -3.551 -0.162 -2.518
H 0.514 1.800 -1.036
H 1.041 0.336 -1.893
H 1.397 2.246 1.143
H 2.744 1.548 3.080
H 1.648 -1.711 -0.449
H -1.623 1.837 -1.469
H -3.231 -0.352 -0.419
H -4.850 1.171 0.011
H -3.504 2.290 -0.096
H -5.685 1.749 -2.144
H -5.350 3.218 -1.248
H -4.504 3.782 -3.314
H -3.039 3.164 -2.568
H -4.936 1.552 -4.334
H -3.491 2.365 -4.927
H -3.119 -0.024 -4.606
H -2.043 0.929 -3.600
H -4.627 -0.329 -2.564
H -3.062 -1.137 -2.555
*
```

Its SMILES is O=C(Cc1ccc(Cl)c(Cl)c1)NC1CCCCCC1. The energy above the lowest of the compared OMol25 structures with the same formula, charge and spin is 6.9 kJ/mol.

Here are the Mulliken charges for atoms 1 to 4, given in e: number 1, O, carries -0.68; number 2, C, carries 0.50; number 3, C, carries -0.68; number 4, C, carries 0.46